Below is a gas-phase ion, C6H10N (charge +1) at a distorted geometry, with properties calculated with wB97M-V/def2-TZVPD.

Each line ends with the Mulliken charge.
Positions of all 17 atoms, in Å:
C1 1.741 1.266 0.120  -0.162
N1 0.963 0.101 -0.032  0.114
C2 1.597 -1.227 -0.095  -0.765
C3 -0.410 0.126 -0.173  0.234
C4 -1.386 1.203 -0.256  -0.500
C5 -1.631 0.140 0.688  -0.168
C6 -1.387 -0.986 -0.228  -0.578
H1 2.767 1.131 0.492  0.260
H2 1.128 2.156 0.316  0.279
H3 2.560 -1.075 0.306  0.282
H4 1.472 -1.664 -1.106  0.362
H5 0.979 -2.009 0.486  0.291
H6 -1.914 1.199 -1.276  0.171
H7 -1.489 2.279 -0.042  0.387
H8 -1.902 0.411 1.708  0.362
H9 -1.021 -1.966 0.250  0.237
H10 -2.068 -1.086 -1.158  0.194

Summary:
Maximum force   0.1143 Eh/bohr
Charge   +1
Structure (SMILES)   C=[N+](C)[C@]12C[C@H]1C2
Energy above the lowest of the compared OMol25 structures with the same formula, charge and spin   77.6 kcal/mol
HOMO (spin up / spin down)   -0.49998 / -0.49997 Eh
Energy   -288.9593 hartree